The following is a quantum chemistry calculation of a 12-piece molecular cluster, C72H180N12O24 overall in a non-equilibrium geometry, from the OMol25 dataset.

Calculated values
ΔE to the lowest compared entry with this formula, charge and spin, kcal/mol: 63.87
HOMO energy (spin up / spin down), eV: -9.556 / -9.556
LUMO level (spin up / spin down), Ha: -0.10013 / -0.29451
<S²>: 0.754
Frontier orbital gap (spin up / spin down), eV: 6.832 / 1.542

```
! RIJCOSX wB97M-V def2-TZVPD def2/J DEFGRID3
* xyz 1 2
C -11.113 -20.580 -16.851
O -11.423 -20.680 -18.261
C -10.543 -21.487 -18.979
C -10.779 -23.050 -18.899
N -9.972 -23.914 -19.762
C -8.471 -23.803 -19.632
C -8.026 -24.740 -18.524
O -8.160 -26.116 -18.825
C -7.833 -26.873 -17.717
H -10.173 -20.073 -16.633
H -11.156 -21.491 -16.255
H -11.830 -20.003 -16.268
H -9.545 -21.268 -18.602
H -10.419 -21.224 -20.030
H -11.841 -23.219 -19.079
H -10.558 -23.212 -17.845
H -10.147 -24.851 -19.425
H -8.102 -22.788 -19.483
H -7.987 -24.085 -20.567
H -8.510 -24.517 -17.573
H -6.967 -24.523 -18.382
H -8.028 -27.892 -18.052
H -8.451 -26.634 -16.852
H -6.806 -26.801 -17.356
C -3.262 -20.380 -23.599
O -2.383 -19.408 -23.125
C -1.362 -19.000 -24.079
C -0.353 -18.030 -23.410
N 0.831 -17.882 -24.281
C 1.779 -16.859 -23.829
C 2.785 -16.299 -24.872
O 2.064 -15.592 -25.904
C 1.314 -14.491 -25.362
H -2.849 -21.152 -24.248
H -4.165 -20.022 -24.092
H -3.630 -20.935 -22.736
H -1.773 -18.529 -24.972
H -0.996 -19.932 -24.509
H -0.019 -18.394 -22.439
H -0.829 -17.060 -23.262
H 0.550 -17.797 -25.248
H 2.337 -17.457 -23.108
H 1.271 -16.039 -23.321
H 3.285 -17.111 -25.400
H 3.517 -15.659 -24.379
H 0.361 -14.780 -24.919
H 0.926 -13.738 -26.048
H 1.874 -13.984 -24.576
C 1.564 -24.952 -22.244
O 0.490 -25.315 -23.091
C 0.067 -24.216 -23.970
C -1.108 -24.718 -24.791
N -0.744 -25.654 -25.860
C -1.983 -26.224 -26.441
C -1.622 -27.374 -27.383
O -2.885 -27.787 -27.912
C -2.834 -28.865 -28.800
H 1.296 -24.074 -21.656
H 2.392 -24.540 -22.820
H 1.922 -25.816 -21.684
H 0.855 -23.843 -24.624
H -0.157 -23.349 -23.349
H -1.612 -23.857 -25.230
H -1.812 -25.147 -24.078
H -0.063 -26.338 -25.562
H -2.508 -25.524 -27.091
H -2.643 -26.677 -25.702
H -1.294 -28.245 -26.816
H -0.840 -27.039 -28.065
H -3.866 -29.112 -29.048
H -2.281 -29.763 -28.524
H -2.320 -28.511 -29.694
C 1.821 -27.400 -25.966
O 0.805 -28.118 -25.244
C 1.152 -28.434 -23.905
C -0.118 -28.573 -23.099
N -0.981 -29.659 -23.475
C -2.313 -29.434 -22.928
C -3.159 -30.742 -23.163
O -3.364 -31.055 -24.557
C -4.160 -30.138 -25.258
H 1.794 -26.426 -25.478
H 1.618 -27.400 -27.037
H 2.780 -27.822 -25.666
H 1.733 -27.673 -23.385
H 1.759 -29.336 -23.820
H -0.659 -27.631 -23.193
H 0.200 -28.614 -22.058
H -0.981 -29.603 -24.484
H -2.825 -28.556 -23.324
H -2.177 -29.187 -21.876
H -4.110 -30.734 -22.631
H -2.586 -31.597 -22.804
H -3.698 -29.152 -25.287
H -5.167 -29.863 -24.944
H -4.326 -30.634 -26.214
C -6.452 -12.218 -23.856
O -6.112 -13.533 -24.107
C -5.014 -14.028 -23.348
C -4.819 -15.574 -23.611
N -5.783 -16.356 -22.850
C -5.381 -17.773 -22.852
C -6.375 -18.702 -22.149
O -6.611 -18.310 -20.825
C -7.375 -19.264 -20.077
H -5.630 -11.518 -24.012
H -6.890 -12.101 -22.865
H -7.247 -12.124 -24.596
H -5.203 -13.903 -22.282
H -4.113 -13.455 -23.569
H -3.842 -15.668 -23.137
H -4.795 -15.858 -24.663
H -6.652 -16.290 -23.360
H -4.434 -17.846 -22.316
H -5.144 -18.175 -23.837
H -5.971 -19.704 -22.292
H -7.306 -18.633 -22.711
H -7.648 -18.722 -19.172
H -6.715 -20.098 -19.840
H -8.296 -19.551 -20.585
C -3.880 -26.672 -17.163
O -3.514 -25.315 -17.196
C -2.505 -24.967 -16.164
C -2.285 -23.448 -16.044
N -1.499 -23.036 -17.172
C -1.524 -21.563 -17.436
C -0.804 -21.327 -18.736
O -1.559 -21.897 -19.831
C -1.014 -21.894 -21.070
H -4.312 -27.033 -16.230
H -3.015 -27.280 -17.430
H -4.595 -26.716 -17.985
H -1.641 -25.622 -16.280
H -3.000 -25.234 -15.231
H -1.719 -23.191 -15.148
H -3.270 -23.001 -15.910
H -1.718 -23.576 -17.997
H -1.064 -21.011 -16.616
H -2.565 -21.240 -17.467
H 0.246 -21.603 -18.633
H -0.818 -20.268 -18.995
H 0.047 -22.139 -21.012
H -1.017 -20.888 -21.488
H -1.650 -22.600 -21.604
C -2.069 -10.952 -16.933
O -2.593 -12.224 -17.290
C -3.925 -12.429 -16.891
C -4.366 -13.895 -16.940
N -3.964 -14.585 -18.220
C -4.463 -15.974 -18.191
C -4.017 -16.674 -19.453
O -2.608 -16.667 -19.627
C -2.182 -17.671 -20.554
H -2.771 -10.143 -17.134
H -1.234 -10.776 -17.612
H -1.704 -10.858 -15.910
H -4.577 -11.876 -17.567
H -4.138 -11.986 -15.918
H -5.439 -14.040 -16.817
H -3.907 -14.423 -16.104
H -2.963 -14.544 -18.348
H -5.549 -15.930 -18.113
H -4.125 -16.414 -17.252
H -4.474 -16.234 -20.339
H -4.408 -17.689 -19.374
H -2.478 -17.384 -21.563
H -2.663 -18.621 -20.317
H -1.109 -17.797 -20.413
C -6.070 -20.426 -12.986
O -6.548 -19.113 -12.614
C -5.923 -18.589 -11.478
C -6.611 -19.092 -10.174
N -5.868 -18.688 -8.969
C -6.654 -18.506 -7.766
C -5.744 -18.152 -6.516
O -4.819 -19.162 -6.287
C -3.663 -18.753 -5.496
H -6.459 -21.107 -12.230
H -4.988 -20.445 -13.123
H -6.465 -20.752 -13.948
H -6.107 -17.520 -11.587
H -4.841 -18.712 -11.523
H -6.696 -20.177 -10.238
H -7.637 -18.726 -10.205
H -5.252 -19.483 -8.873
H -7.196 -19.417 -7.510
H -7.470 -17.788 -7.839
H -6.352 -17.911 -5.644
H -5.297 -17.214 -6.843
H -2.927 -19.549 -5.614
H -4.097 -18.686 -4.498
H -3.210 -17.805 -5.785
C -6.013 -26.415 -28.428
O -6.703 -27.534 -27.832
C -7.930 -27.078 -27.316
C -8.346 -28.007 -26.124
N -8.048 -27.536 -24.716
C -6.679 -27.105 -24.691
C -6.272 -26.902 -23.163
O -6.230 -28.061 -22.397
C -5.447 -28.034 -21.186
H -6.592 -25.966 -29.234
H -5.103 -26.839 -28.853
H -5.761 -25.558 -27.804
H -8.791 -27.107 -27.984
H -7.903 -26.071 -26.899
H -8.044 -28.996 -26.468
H -9.401 -28.265 -26.025
H -8.111 -28.345 -24.114
H -6.604 -26.201 -25.296
H -6.106 -27.936 -25.102
H -7.057 -26.308 -22.695
H -5.315 -26.382 -23.219
H -6.084 -27.618 -20.406
H -4.556 -27.432 -21.367
H -5.187 -29.016 -20.792
C -2.507 -25.373 -20.711
O -3.658 -25.296 -21.568
C -4.733 -24.629 -20.891
C -4.732 -23.073 -20.975
N -5.530 -22.381 -19.897
C -4.893 -22.623 -18.553
C -5.560 -21.823 -17.449
O -5.296 -20.409 -17.639
C -6.111 -19.556 -16.862
H -2.320 -24.497 -20.089
H -1.594 -25.574 -21.270
H -2.617 -26.221 -20.034
H -4.884 -24.969 -19.867
H -5.614 -24.969 -21.435
H -5.376 -22.805 -21.813
H -3.721 -22.689 -21.113
H -5.519 -21.376 -19.996
H -3.811 -22.509 -18.616
H -4.969 -23.690 -18.346
H -5.321 -22.174 -16.445
H -6.641 -21.906 -17.564
H -5.771 -19.582 -15.827
H -7.161 -19.840 -16.935
H -6.023 -18.560 -17.297
C -9.242 -22.405 -7.558
O -9.072 -22.030 -8.911
C -10.228 -22.457 -9.765
C -9.951 -22.148 -11.293
N -8.947 -23.141 -11.721
C -8.645 -23.009 -13.082
C -7.559 -24.036 -13.429
O -7.205 -23.878 -14.807
C -6.130 -24.712 -15.275
H -10.209 -22.173 -7.111
H -8.477 -21.817 -7.051
H -9.055 -23.463 -7.374
H -11.148 -21.980 -9.427
H -10.234 -23.538 -9.625
H -9.486 -21.163 -11.345
H -10.904 -22.191 -11.821
H -8.095 -23.233 -11.186
H -8.398 -21.963 -13.265
H -9.442 -23.264 -13.780
H -7.842 -25.063 -13.196
H -6.684 -23.796 -12.825
H -6.419 -25.749 -15.450
H -5.194 -24.765 -14.718
H -5.894 -24.396 -16.291
C 0.779 -26.605 -18.929
O 1.635 -25.419 -19.112
C 1.634 -24.510 -17.980
C 2.629 -23.404 -18.394
N 3.919 -24.031 -18.792
C 4.801 -23.040 -19.410
C 4.483 -22.599 -20.866
O 3.278 -21.902 -20.907
C 3.037 -21.455 -22.228
H -0.230 -26.335 -18.618
H 1.245 -27.242 -18.177
H 0.791 -27.125 -19.888
H 1.962 -25.040 -17.085
H 0.663 -24.082 -17.731
H 2.813 -22.699 -17.584
H 2.138 -22.810 -19.165
H 3.792 -24.831 -19.395
H 5.770 -23.535 -19.468
H 4.914 -22.212 -18.710
H 4.430 -23.484 -21.500
H 5.286 -21.905 -21.116
H 1.981 -21.190 -22.269
H 3.254 -22.232 -22.961
H 3.608 -20.583 -22.548
*
```

Here are the Löwdin charges for atoms 1 to 5, given in e:
1 C -0.0992
2 O -0.1521
3 C -0.2399
4 C -0.1933
5 N -0.0402